Entry 1:
C29H36GdN6O3PSSi | ωB97M-V/def2-TZVPD

The total energy is -3475.7271 Ha. For the energy above the lowest of the compared OMol25 structures with the same formula, charge and spin, the calculation gives 31.11 kJ/mol. Its LUMO energy (alpha / beta) is -0.15 / 0.06 eV. As for the HOMO-LUMO gap (alpha / beta): 7.7 / 7.9 eV. Its spin multiplicity is 8.

Positions of all 78 atoms, in Å:
1 Gd 0.2945 -0.3833 -0.1919
2 S 1.4217 -2.6840 -1.0288
3 P -2.2054 -1.6727 0.2152
4 Si 4.4825 -4.1361 -0.0293
5 O -1.0802 0.6398 -1.5269
6 O 2.8071 -1.7344 3.3784
7 O 0.6568 -0.5381 1.8590
8 N 0.1732 1.8032 0.4485
9 N -4.9485 -1.8353 -0.1035
10 N -3.6358 -3.6662 -1.0888
11 N -3.9202 -3.5325 1.3527
12 N 2.6166 -0.3620 -0.6592
13 N -0.6335 2.6113 -0.3652
14 C -5.0496 -2.6272 1.1266
15 C 2.4714 2.3897 3.1214
16 C 1.5592 1.6085 2.4059
17 C -4.7733 -2.7548 -1.2307
18 C 5.4414 -4.6045 -1.5476
19 C -1.9796 2.7148 -2.3206
20 C -2.9494 2.0588 -3.0688
21 C 0.6563 2.3285 1.5059
22 C 4.8820 -0.0185 0.0092
23 C 2.8172 -1.7388 -0.5998
24 C 5.0876 -1.4075 0.0988
25 C -3.5126 4.1174 -4.1770
26 C -3.7212 2.7563 -3.9896
27 C -1.7703 4.0784 -2.5128
28 C 5.5756 -4.2579 1.4717
29 C -3.7775 -4.3941 0.1752
30 C 3.0942 -5.3345 0.2092
31 C -2.3642 -2.9374 -1.1417
32 C -2.6860 -2.7823 1.6211
33 C 1.7908 -2.7006 3.1052
34 C -3.8535 -0.8626 -0.0279
35 C 3.6441 0.4578 -0.3528
36 C 3.5101 0.3999 3.9238
37 C 1.5786 0.1976 2.4831
38 C -1.1754 1.9331 -1.3373
39 C 3.4554 1.7896 3.8764
40 C -2.5333 4.7749 -3.4398
41 C 4.0433 -2.3050 -0.1948
42 C 2.5979 -0.3962 3.2503
43 H 2.4105 3.4703 3.0450
44 H -3.8148 -0.2631 -0.9373
45 H 2.1805 -3.6359 3.5020
46 H 5.0625 -3.8563 2.3542
47 H -5.1425 -1.9524 1.9786
48 H 4.8173 -4.5174 -2.4436
49 H -1.0119 4.5799 -1.9260
50 H 3.4361 1.5199 -0.3923
51 H 5.6732 0.6797 0.2491
52 H 5.8258 -5.3077 1.6665
53 H -4.4777 2.2366 -4.5659
54 H 2.4763 -5.4368 -0.6842
55 H 4.1750 2.3840 4.4249
56 H -4.6681 -5.0196 0.1052
57 H -4.0312 -0.1763 0.8008
58 H 6.3116 -3.9517 -1.6729
59 H 3.5479 -6.3045 0.4440
60 H 0.8592 -2.4499 3.6113
61 H 1.6021 -2.8069 2.0398
62 H -2.3618 5.8343 -3.5904
63 H -1.5339 -3.6391 -1.0657
64 H -3.0794 0.9916 -2.9409
65 H -1.8672 -3.4741 1.8246
66 H -4.1089 4.6639 -4.8992
67 H -5.6790 -3.3564 -1.3172
68 H -2.8154 -2.1714 2.5151
69 H 5.7962 -5.6409 -1.4782
70 H -5.9560 -3.2306 1.0626
71 H 4.2728 -0.1080 4.5031
72 H -2.9100 -5.0413 0.3107
73 H -2.2685 -2.4298 -2.1025
74 H 6.0558 -1.7783 0.4125
75 H 0.4320 3.3760 1.7086
76 H -4.6529 -2.1756 -2.1473
77 H 2.4448 -5.0455 1.0420
78 H 6.5157 -3.7099 1.3515



Entry 2:
C29H36N3O3RuS3 | ωB97M-V/def2-TZVPD

The total energy is -2805.7588 Ha. For the energy above the lowest of the compared OMol25 structures with the same formula, charge and spin, the calculation gives 188.71 kJ/mol. Its LUMO energy (alpha / beta) is -1.65 / -2.86 eV. As for the net charge: +1. As for the HOMO-LUMO gap (alpha / beta): 8.8 / 7.5 eV. Its spin multiplicity is 5.

Positions of all 75 atoms, in Å:
1 Ru 0.0309 0.0259 -0.2144
2 S 2.7040 0.5809 -0.7803
3 S 2.1184 -2.9873 0.4070
4 S -2.1579 -1.1425 2.6224
5 O 1.0256 -1.9861 0.2021
6 O -1.0268 -0.8084 1.6920
7 O 0.0992 -0.4608 -1.8975
8 N 3.5548 2.9987 -1.7688
9 N 5.1449 1.6868 -1.1490
10 N -0.0316 2.0825 0.9395
11 C -5.7267 -2.4077 0.1238
12 C -0.8734 -3.6503 2.4085
13 C -1.8034 -2.8079 3.2835
14 C 3.4112 -2.1987 1.3712
15 C 3.8014 1.7799 -1.2348
16 C 4.7390 3.6736 -2.0097
17 C -4.0707 2.1658 -1.6813
18 C -3.3218 2.6944 -0.6440
19 C 1.5931 -4.0832 1.7771
20 C 5.4170 -1.0629 2.8901
21 C 0.6165 2.1602 2.2502
22 C -1.4136 2.5697 0.9811
23 C 3.1602 -1.0247 2.0579
24 C 5.7307 2.8503 -1.6225
25 C -2.5584 0.3010 -1.8060
26 C 4.6568 -2.8084 1.4206
27 C -4.4703 -2.3592 -0.4613
28 C 0.7457 2.8859 -0.0181
29 C 0.6034 -3.4585 2.7606
30 C -3.3672 -1.9681 0.2850
31 C -3.5450 -1.6366 1.6156
32 C -3.6849 0.9651 -2.2635
33 C 4.1689 -0.4586 2.8251
34 C -2.1859 2.0313 -0.1887
35 C -1.8004 0.8153 -0.7563
36 C -5.8920 -2.0661 1.4610
37 C 5.6621 -2.2359 2.1858
38 C 5.8408 0.5175 -0.6388
39 C -4.7975 -1.6755 2.2151
40 H 0.0680 1.5474 2.9650
41 H -2.2606 -0.6309 -2.2700
42 H 6.9102 0.7043 -0.6833
43 H 6.7968 2.9840 -1.6459
44 H 6.6366 -2.7036 2.2302
45 H -4.9220 -1.3961 3.2552
46 H -1.8818 2.2145 1.9036
47 H 0.6560 3.1929 2.6161
48 H 4.8465 -3.7209 0.8666
49 H -4.2623 0.5473 -3.0785
50 H -1.1211 -4.6975 2.5997
51 H 0.8359 -2.4028 2.9166
52 H 1.7439 2.4632 -0.0808
53 H 2.6283 3.3363 -1.9620
54 H -1.4309 3.6658 1.0087
55 H -1.0657 -3.4764 1.3479
56 H 2.1828 -0.5631 1.9991
57 H 6.2028 -0.6174 3.4858
58 H 5.5891 -0.3519 -1.2437
59 H 0.3115 2.8279 -1.0185
60 H 4.7714 4.6595 -2.4346
61 H 1.1981 -4.9971 1.3292
62 H 3.9799 0.4579 3.3694
63 H 1.6339 1.7740 2.1731
64 H -3.6208 3.6298 -0.1839
65 H 0.7846 3.9382 0.2951
66 H -6.8741 -2.0961 1.9131
67 H 0.7677 -3.9571 3.7199
68 H -6.5840 -2.7065 -0.4645
69 H -4.3448 -2.6190 -1.5042
70 H -1.3917 -2.6834 4.2871
71 H -4.9499 2.6870 -2.0365
72 H -2.7808 -3.2779 3.3855
73 H 2.5181 -4.3428 2.2899
74 H -2.3827 -1.9224 -0.1604
75 H 5.5384 0.3239 0.3893



Entry 3:
C29H36N4O5 | ωB97M-V/def2-TZVPD

The total energy is -1721.9347 Ha. For the energy above the lowest of the compared OMol25 structures with the same formula, charge and spin, the calculation gives 174.17 kJ/mol. Its LUMO energy is 0.66 eV. The SMILES is CCC(C)(C)NC(=O)[C@H](c1ccc(OC)cc1)N(Cc1ccccc1)C(=O)CCC(=O)Nc1cc(C)on1. As for the HOMO-LUMO gap: 9.2 eV.

Positions of all 74 atoms, in Å:
1 O -1.4039 1.1467 1.5063
2 O 0.6190 -0.0006 -2.1852
3 O 2.6138 -1.6834 -0.3747
4 O 6.4583 1.1119 -1.1813
5 O -7.2802 0.8920 -1.1500
6 N 3.8057 -0.8879 -2.1316
7 N -1.1490 -0.8278 -1.0620
8 N 0.2936 1.6058 0.0725
9 N 5.6409 0.5459 -2.1050
10 C -3.7883 0.8550 -2.0677
11 C 6.8421 1.2334 1.2156
12 C -0.0090 -0.9683 -1.7644
13 C 0.3107 4.4361 1.0411
14 C -0.5466 -4.8944 1.4180
15 C 0.4821 -2.3787 -2.0293
16 C -3.9108 0.5088 0.2923
17 C 0.0328 -2.8772 2.5696
18 C 5.0054 -0.1083 -0.0466
19 C 2.7817 -1.5962 -1.5694
20 C 4.7687 -0.1819 -1.4452
21 C -1.6356 0.5508 -0.8549
22 C 0.0684 -4.2581 2.4825
23 C -5.2926 0.5923 0.2371
24 C 2.5151 2.4956 0.1889
25 C -0.6082 -2.1335 1.5954
26 C -8.1100 0.7950 -0.0181
27 C -5.1612 0.9305 -2.1346
28 C -5.9329 0.8006 -0.9782
29 C 6.0810 0.7253 0.0494
30 C 1.7057 0.9063 1.9411
31 C -1.2064 -2.7623 0.5118
32 C -1.1770 -4.1502 0.4368
33 C 1.9002 -2.3009 -2.5883
34 C -3.1375 0.6430 -0.8532
35 C -0.9194 1.1364 0.3904
36 C 0.7533 3.2302 1.8619
37 C -1.9070 -1.9585 -0.5585
38 C 1.3075 2.0669 1.0209
39 H 1.5221 3.5336 2.5750
40 H 0.5705 -4.8383 3.2425
41 H 2.2334 3.2410 -0.5497
42 H -9.1276 0.9098 -0.3881
43 H -3.4310 0.3680 1.2475
44 H 0.5038 -2.3746 3.4008
45 H 4.4553 -0.5968 0.7267
46 H -1.6490 -4.6515 -0.3975
47 H -7.8968 1.5881 0.7057
48 H -0.1885 -2.8802 -2.7300
49 H -0.5302 -5.9722 1.3463
50 H -5.6666 1.0954 -3.0730
51 H 2.5496 1.1928 2.5638
52 H 1.1551 4.9218 0.5584
53 H -5.8541 0.4916 1.1523
54 H 7.8686 0.8715 1.1806
55 H 2.2962 -3.3060 -2.7494
56 H -2.8366 -1.5611 -0.1430
57 H 2.9259 1.6341 -0.3321
58 H -2.1750 -2.6154 -1.3952
59 H 3.2872 2.9120 0.8308
60 H -0.1022 2.8559 2.4243
61 H -0.1721 5.1639 1.6892
62 H -3.2073 0.9624 -2.9727
63 H 3.8504 -0.7795 -3.1347
64 H 0.8723 0.6408 2.5857
65 H -1.2703 1.1122 -1.7249
66 H 6.3730 0.8958 2.1343
67 H 0.4985 -2.9352 -1.0928
68 H 0.6405 1.3860 -0.8559
69 H -0.6498 -1.0611 1.6802
70 H 6.8704 2.3214 1.1977
71 H -8.0114 -0.1797 0.4709
72 H 1.9806 0.0363 1.3472
73 H -0.4033 4.1343 0.2782
74 H 1.9080 -1.7574 -3.5328



Entry 4:
C29H37BCl4N3O5PSiW | ωB97M-V/def2-TZVPD

The total energy is -4231.4504 Ha. For the energy above the lowest of the compared OMol25 structures with the same formula, charge and spin, the calculation gives 61.40 kJ/mol. Its LUMO energy (alpha / beta) is -0.86 / -0.28 eV. As for the HOMO-LUMO gap (alpha / beta): 6.4 / 7.5 eV. Its spin multiplicity is 3.

Positions of all 82 atoms, in Å:
1 W -1.3487 -0.7783 0.3147
2 Cl -0.4785 -2.0021 5.0572
3 Cl -5.4584 -3.3911 1.5727
4 Cl -5.4298 -4.1676 4.6256
5 Cl -2.9387 -3.4659 6.3762
6 P 1.8423 0.1354 0.6601
7 Si -1.3548 -0.5438 -4.7922
8 O -0.9481 -1.3410 2.1707
9 O -3.7060 1.2674 -0.3661
10 O -2.3704 2.0098 1.3201
11 O 0.4082 0.5036 0.4115
12 O -2.9577 -1.9999 0.7217
13 N 2.1167 -1.4973 0.5317
14 N 2.2887 0.5666 2.1809
15 N 2.7025 0.9824 -0.4821
16 C 3.6415 0.5290 2.7571
17 C 1.7345 -3.8147 0.2092
18 C -1.8848 -2.3849 4.1312
19 C -4.6663 4.8848 1.2709
20 C -1.2382 -0.8978 -1.7513
21 C 1.2170 -2.4240 -0.1619
22 C -4.0837 -3.3562 3.9242
23 C 3.7750 1.8656 3.4807
24 C -1.4537 -2.2581 -5.5687
25 C 3.1345 -2.2294 1.2936
26 C -3.3492 2.9379 1.0908
27 C -3.0312 -2.3474 1.9969
28 C -5.4842 4.4273 0.2435
29 C 4.1576 0.8778 -0.6432
30 C -4.1092 -3.0146 2.5710
31 C 3.2010 -3.5653 0.5635
32 C 3.1633 1.0140 -2.8115
33 C -3.5753 4.1445 1.7164
34 C 2.3474 2.1129 3.9728
35 C -1.9177 -2.0126 2.7987
36 C 0.1786 0.3667 -5.4153
37 C 1.4920 1.6645 2.7930
38 C -1.2306 -0.7526 -2.9681
39 C -2.8844 0.4720 -5.2026
40 C -2.9735 -3.0444 4.7057
41 C 2.0550 1.2544 -1.7939
42 C -4.1637 2.4833 0.0567
43 C -5.2454 3.2112 -0.3889
44 C 4.4216 1.4240 -2.0453
45 B -2.5954 0.9627 0.4155
46 H 0.5120 1.2956 3.0921
47 H 0.1709 -2.3194 0.1819
48 H 2.8279 -2.3715 2.3361
49 H 3.0075 1.5888 -3.7229
50 H 1.2055 -4.1911 1.0858
51 H -3.7814 0.0119 -4.7847
52 H 3.6336 -4.3510 1.1801
53 H 1.2334 -2.2547 -1.2399
54 H 1.0925 -0.1898 -5.1960
55 H 3.2103 -0.0460 -3.0731
56 H -3.0205 0.5640 -6.2821
57 H -1.5074 -2.1977 -6.6575
58 H 0.2632 1.3484 -4.9434
59 H 4.4923 -0.1664 -0.5791
60 H 1.7225 2.2960 -1.8194
61 H 3.8002 -3.4621 -0.3437
62 H 4.6782 1.4573 0.1221
63 H 0.1291 0.5184 -6.4957
64 H -2.8039 1.4777 -4.7854
65 H 2.1598 3.1532 4.2309
66 H 4.5025 2.5119 -2.0147
67 H 3.7160 -0.2935 3.4750
68 H -2.9299 4.4966 2.5100
69 H 1.3489 2.4835 2.0817
70 H -5.8723 2.8457 -1.1908
71 H 4.4086 0.3901 1.9950
72 H -2.3396 -2.7893 -5.2157
73 H 5.3386 1.0200 -2.4710
74 H 4.5101 1.8232 4.2827
75 H 1.5998 -4.5215 -0.6066
76 H 1.1834 0.6235 -1.9578
77 H 2.1416 1.4934 4.8473
78 H -0.5810 -2.8596 -5.3070
79 H -4.8831 5.8366 1.7379
80 H 4.0903 -1.7050 1.2790
81 H 4.0689 2.6462 2.7749
82 H -6.3282 5.0280 -0.0694



Entry 5:
C29H37BrN4O8PPtS2Te | ωB97M-V/def2-TZVPD

The total energy is -6047.6028 Ha. For the energy above the lowest of the compared OMol25 structures with the same formula, charge and spin, the calculation gives 1.48 kJ/mol. Its LUMO energy is 2.23 eV. As for the net charge: -1. As for the HOMO-LUMO gap: 6.9 eV.

Positions of all 84 atoms, in Å:
1 Pt 1.0321 -0.0263 -1.7788
2 Te 2.9764 3.2532 -0.9489
3 Br 6.4537 -0.8945 -3.2694
4 S -2.1184 0.8611 -1.9020
5 S -0.5814 -3.1390 -0.2691
6 P 1.4797 2.1682 0.5158
7 O 0.2911 -0.8860 3.5782
8 O -2.5415 2.2069 -2.2212
9 O -2.0638 0.4986 -0.4979
10 O 0.8239 0.8633 0.0692
11 O 0.3535 3.1556 1.0628
12 O 1.2847 -0.7960 -3.5977
13 O 2.1495 1.7583 1.9206
14 O 0.6095 -0.5635 -5.7044
15 N 2.9209 -0.5580 -1.2332
16 N -0.7533 0.4532 -2.5719
17 N -0.7030 -1.2004 1.5337
18 N 0.5599 -3.0445 2.1310
19 C 1.1404 -4.3624 1.9686
20 C -4.1393 -2.4119 -3.0702
21 C 3.5866 2.0355 3.7888
22 C -1.0375 5.0132 0.4816
23 C -6.1578 -2.8277 -4.5213
24 C 3.2771 -0.7148 0.0456
25 C -1.3875 2.9196 3.9091
26 C 3.8531 -0.6166 -2.1916
27 C 0.4931 -0.3117 -4.5213
28 C -3.2274 2.0893 2.5993
29 C -0.4707 -0.5042 2.6959
30 C 5.5735 -0.9646 -0.5594
31 C 2.5274 -4.3119 1.3378
32 C -5.1789 -1.9041 -3.8474
33 C 3.5582 -3.6815 2.2654
34 C 2.7476 2.7518 2.7562
35 C -0.6366 0.5855 -4.0212
36 C 5.1805 -0.8255 -1.8777
37 C -0.6936 3.5814 0.1629
38 C -2.5218 0.9226 2.3429
39 C -1.2490 0.7554 2.8746
40 C -4.3558 0.3288 -3.4212
41 C -3.3292 -0.1999 -2.6580
42 C -3.2119 -1.5712 -2.4789
43 C -5.2766 -0.5267 -4.0112
44 C 4.5940 -0.9102 0.4151
45 C -0.6887 1.7511 3.6676
46 C -2.6595 3.0879 3.3760
47 C -0.2031 -2.4590 1.2037
48 H 3.2706 -2.6634 2.5394
49 H 3.5015 -0.4968 -3.2069
50 H -5.8574 -3.0229 -5.5534
51 H 4.5412 -3.6335 1.7945
52 H 1.9524 3.3401 3.2226
53 H -1.3396 5.1168 1.5255
54 H 2.8291 -5.3320 1.0839
55 H -0.3477 3.4897 -0.8698
56 H 1.2002 -4.8162 2.9618
57 H 4.0302 2.7550 4.4795
58 H -4.4197 1.4010 -3.5455
59 H -4.2155 2.2207 2.1777
60 H -1.1605 -0.7082 0.7624
61 H -0.9383 3.7050 4.5038
62 H -7.1584 -2.3943 -4.5466
63 H -1.8620 5.3358 -0.1561
64 H 0.7437 -2.4904 2.9624
65 H 0.4637 -4.9559 1.3560
66 H 2.4569 -3.7587 0.3981
67 H 4.8408 -1.0099 1.4619
68 H 2.9764 1.3332 4.3587
69 H -1.5501 0.2839 -4.5401
70 H 6.6154 -1.1067 -0.3073
71 H 0.3044 1.5976 4.0685
72 H -0.4086 1.6119 -4.3246
73 H -0.1776 5.6596 0.3000
74 H -4.0507 -3.4834 -2.9302
75 H 2.4802 -0.6444 0.7733
76 H -3.2069 4.0041 3.5619
77 H -1.5382 2.9064 0.2992
78 H 3.6548 -4.2580 3.1891
79 H -2.9637 0.1515 1.7293
80 H -2.3988 -1.9666 -1.8809
81 H 3.3549 3.4209 2.1399
82 H -6.2130 -3.7872 -4.0070
83 H 4.3913 1.4826 3.3024
84 H -6.0813 -0.1165 -4.6115



Entry 6:
C29H37CsN10O3S | ωB97M-V/def2-TZVPD

The total energy is -2318.8972 Ha. For the energy above the lowest of the compared OMol25 structures with the same formula, charge and spin, the calculation gives 83.13 kJ/mol. Its LUMO energy is 0.00 eV. As for the HOMO-LUMO gap: 7.0 eV.

Positions of all 81 atoms, in Å:
1 Cs 0.9442 -0.1484 -0.8844
2 S -1.2701 -1.2137 5.7341
3 O -0.9790 -2.3297 -2.2883
4 O -1.4276 -4.2996 -3.3040
5 O 4.4074 1.8215 2.0498
6 N 0.6556 -3.8979 -2.7033
7 N -5.0915 -3.6291 6.4037
8 N 0.8989 1.2518 1.7466
9 N 3.6201 -0.2409 -2.3774
10 N 3.3405 0.7744 0.2950
11 N -2.1305 3.2374 -3.9595
12 N -0.7822 3.9022 -2.1733
13 N -0.3599 -2.1134 1.3582
14 N 1.6616 -3.2498 -1.9889
15 N -0.8517 1.6595 -2.7268
16 C 3.7481 -0.7286 -3.6159
17 C 6.0988 -0.4270 -3.5988
18 C 5.9730 0.0805 -2.3255
19 C -2.8028 2.1950 -4.6989
20 C -1.6050 -1.8602 1.7595
21 C 4.7074 0.1678 -1.7262
22 C -1.9478 -1.6039 3.0753
23 C 4.6374 0.7512 -0.3311
24 C -2.7854 -3.8722 -3.4329
25 C -1.2447 2.8585 -2.9614
26 C 3.3954 1.3555 1.4807
27 C -2.7836 -3.5325 5.7620
28 C -0.9426 -1.6143 4.0351
29 C -3.9707 -4.2117 5.9793
30 C -2.7558 -2.1606 5.9783
31 C -0.2033 1.3921 2.4787
32 C 0.3563 -1.8806 3.6328
33 C -1.9125 4.4641 -4.7094
34 C -3.9146 -1.5413 6.4196
35 C 2.0942 1.4823 2.2927
36 C -1.7621 4.8140 -1.6027
37 C -0.6134 -3.3988 -2.7099
38 C -5.0477 -2.3200 6.6220
39 C 1.0599 2.0174 4.3879
40 C 2.2066 1.8690 3.6288
41 C 0.5919 -2.1187 2.2849
42 C -0.1791 1.7842 3.8063
43 C 0.2910 3.5832 -1.2499
44 C 4.9548 -0.8458 -4.2735
45 H -2.9744 -1.3906 3.3431
46 H 0.6796 4.5198 -0.8478
47 H 5.3711 0.2048 0.2831
48 H 2.4523 -3.0612 -2.5916
49 H -0.0323 2.9700 -0.4001
50 H 0.7768 -4.8499 -3.0097
51 H 5.0725 1.7617 -0.3871
52 H 1.1717 -1.8897 4.3432
53 H -3.9407 -0.4750 6.5995
54 H -2.3628 -1.8485 0.9832
55 H 7.0718 -0.4964 -4.0689
56 H 5.0001 -1.2441 -5.2780
57 H -3.3044 -4.6883 -3.9258
58 H 1.1015 3.0618 -1.7528
59 H -5.9656 -1.8571 6.9672
60 H -1.1429 1.1921 1.9712
61 H -4.0208 -5.2815 5.8101
62 H 1.1283 2.3196 5.4262
63 H -1.9014 -4.0609 5.4258
64 H 2.8236 -1.0296 -4.1034
65 H -3.1891 1.4377 -4.0178
66 H 6.8416 0.4184 -1.7742
67 H -1.1303 5.0527 -4.2397
68 H -2.8260 5.0621 -4.7606
69 H -2.1491 1.7079 -5.4358
70 H -1.1290 1.0227 -3.4667
71 H 1.9543 -3.8077 -1.1970
72 H -1.0974 1.8910 4.3689
73 H -3.6448 2.6326 -5.2350
74 H -2.5849 4.9822 -2.2910
75 H 1.6036 -2.3096 1.9415
76 H 3.1949 2.0565 4.0220
77 H -3.2205 -3.6804 -2.4538
78 H -1.5983 4.2334 -5.7329
79 H -1.2879 5.7716 -1.3843
80 H -2.8462 -2.9659 -4.0331
81 H -2.1740 4.4147 -0.6669